A structure of composition C15H28AlBO7 in a non-equilibrium geometry. Source: OMol25; level of theory: ωB97M-V with the def2-TZVPD basis set.

Its LUMO energy is -11.68 eV. For the HOMO-LUMO gap, the calculation gives 3.8992 eV. Its relative energy (zero: lowest compared OMol25 entry of this formula, charge and spin) is 0.0 kJ/mol. As for the total charge: +2.

Positions of all 52 atoms, in Å:
Al1 2.41082 8.58574 -8.26730
B1 4.33718 8.26842 -6.10340
H1 5.13732 8.16526 -5.21893
H2 3.24152 8.35381 -5.63983
H3 4.57031 9.20984 -6.76714
H4 4.50782 7.27907 -6.80202
O1 1.47682 6.55264 -6.57230
C1 1.22764 5.44044 -6.13322
O2 0.58854 4.53532 -6.84342
C2 0.55140 3.25440 -6.16071
C3 1.21125 3.48423 -4.79477
C4 1.40620 4.98850 -4.71144
H5 1.11009 2.49363 -6.69940
H6 -0.47420 2.90812 -6.06308
H7 2.10821 2.86977 -4.71424
H8 0.63089 3.09362 -3.95897
H9 2.39060 5.28358 -4.34848
H10 0.68323 5.46231 -4.04754
O3 3.98368 6.20309 -8.43740
C5 4.97541 5.60758 -8.84334
O4 4.91059 4.74445 -9.83770
C6 6.25166 4.43008 -10.32744
C7 7.13759 5.44870 -9.62087
C8 6.41456 5.68914 -8.32552
H11 6.27328 4.69304 -11.38116
H12 6.60908 3.41804 -10.16204
H13 7.41399 6.31550 -10.22215
H14 8.14366 5.09162 -9.38022
H15 6.58428 6.61922 -7.78974
H16 6.53531 4.86449 -7.61878
O5 2.90871 10.03872 -10.65489
C9 3.25461 10.70998 -11.60528
O6 4.40797 11.36322 -11.61751
C10 4.70378 11.93667 -12.91032
C11 3.67150 11.33058 -13.86435
C12 2.54759 10.86460 -12.95595
H17 5.70643 11.64079 -13.20297
H18 4.63203 13.01881 -12.81723
H19 4.14296 10.45026 -14.30713
H20 3.38369 11.98631 -14.68071
H21 1.90926 10.03943 -13.25078
H22 1.88697 11.72766 -12.79682
C13 1.47710 13.26295 -9.16980
C14 0.59393 12.06168 -9.03672
O7 1.00972 10.96982 -8.68384
C15 -0.88671 12.28116 -9.18578
H23 2.14549 13.39366 -8.31590
H24 0.97223 14.21877 -9.28357
H25 2.15188 13.11265 -10.01777
H26 -1.35467 11.30953 -9.03576
H27 -1.26153 12.75583 -10.09060
H28 -1.19196 12.93628 -8.36391

Cartesian forces (eV/Å) of the 3 atoms listed first:
Al 0.8 0.1 0.8
B -2.8 2.0 -2.5
H 0.5 -1.3 0.7

---

The molecule C15H28N2O3S in a non-equilibrium geometry. Source: OMol25; level of theory: ωB97M-V with the def2-TZVPD basis set.

Its LUMO energy is 0.66 eV. For the HOMO-LUMO gap, the calculation gives 9.5240 eV. Its relative energy (zero: lowest compared OMol25 entry of this formula, charge and spin) is 25.8 kJ/mol. As for the total charge: 0.

Positions of all 49 atoms, in Å:
C1 -7.28931 -0.01506 -0.71935
C2 -6.69328 -0.68209 0.51416
C3 -5.43261 0.02444 0.98046
S1 -4.06825 -0.32452 -0.16952
O1 -4.19370 0.48924 -1.34688
O2 -3.96922 -1.74454 -0.34431
N1 -2.75858 0.18384 0.76935
C4 -1.65895 -0.75313 0.86727
C5 -0.75220 -0.67104 -0.36839
N2 -0.28999 0.68703 -0.53012
C6 0.96014 1.16263 -0.28824
O3 1.19321 2.35593 -0.30087
C7 2.04334 0.12493 -0.04177
C8 3.40909 0.79225 0.10961
C9 4.52097 -0.21543 0.38345
C10 4.81447 -1.15367 -0.80582
C11 6.34600 -1.24526 -0.92348
C12 6.88350 -0.63207 0.36933
C13 5.86521 0.45835 0.67917
C14 -1.38604 1.62172 -0.69567
C15 -2.32284 1.54419 0.51352
H1 -6.54623 0.03707 -1.50972
H2 -7.61674 0.99610 -0.48620
H3 -8.14575 -0.57970 -1.07867
H4 -6.42965 -1.71593 0.28306
H5 -7.42727 -0.68905 1.32430
H6 -5.55036 1.10319 1.01409
H7 -5.08069 -0.35021 1.93681
H8 -2.09143 -1.74919 0.95256
H9 -1.09089 -0.51490 1.77240
H10 0.07938 -1.36564 -0.27544
H11 -1.34928 -0.94541 -1.24646
H12 2.06367 -0.57648 -0.87813
H13 1.80694 -0.43081 0.86934
H14 3.63269 1.35496 -0.79818
H15 3.35782 1.51103 0.92951
H16 4.23915 -0.81880 1.25337
H17 4.37613 -2.13775 -0.63952
H18 4.38725 -0.75172 -1.72459
H19 6.69128 -0.65774 -1.77494
H20 6.68684 -2.27023 -1.06457
H21 6.88378 -1.37588 1.16818
H22 7.89615 -0.24708 0.25772
H23 5.92973 0.82083 1.70412
H24 6.00900 1.30365 0.00431
H25 -0.96186 2.62229 -0.79065
H26 -1.94897 1.36379 -1.59747
H27 -3.21086 2.14822 0.33277
H28 -1.81075 1.90763 1.41013

Cartesian forces (eV/Å) of the 3 atoms listed first:
C 0.0 -0.2 0.1
C -0.1 0.1 -0.2
C 0.4 -0.4 -0.5

---

The ion C15H28N3O2S2 with charge +1 in a non-equilibrium geometry. Source: OMol25; level of theory: ωB97M-V with the def2-TZVPD basis set.

Its LUMO energy is -3.01 eV. For the HOMO-LUMO gap, the calculation gives 7.7860 eV. Its relative energy (zero: lowest compared OMol25 entry of this formula, charge and spin) is 692.2 kJ/mol. As for the total charge: +1.

Positions of all 50 atoms, in Å:
H1 6.51263 1.72372 -1.99206
N1 5.57466 2.17773 -1.86448
C1 4.91098 1.61824 -0.79516
C2 5.67563 0.42376 0.05853
C3 3.38605 2.12336 -0.32971
N2 2.42872 0.94106 -0.19659
C4 2.30779 0.43331 1.25286
C5 1.46796 -0.97882 1.15979
O1 0.14403 -0.86464 0.52570
C6 0.21535 -0.25455 -0.81135
C7 1.08750 1.14990 -0.87064
C8 0.25913 2.47288 -0.37116
C9 -0.74561 2.22691 0.90079
C10 -2.32630 1.94774 0.46501
S1 -3.19590 1.27224 2.02603
C11 -4.14356 -0.22437 1.37373
S2 -5.79429 -0.35122 1.76009
N3 -3.36197 -1.22099 0.50027
C12 -4.02168 -1.12944 -0.85759
C13 -3.31696 -2.31363 -1.80568
O2 -3.91397 -3.59394 -1.29922
C14 -3.25940 -3.83302 -0.00363
C15 -3.39657 -2.61522 1.08438
H2 6.74595 0.14934 -0.38748
H3 5.04848 -0.58804 -0.01671
H4 5.87411 0.74848 1.17559
H5 3.47652 2.66273 0.72966
H6 2.96416 2.93918 -1.08607
H7 2.89713 0.14214 -0.71731
H8 3.39355 0.15066 1.63826
H9 1.81399 1.21113 1.97486
H10 1.27451 -1.33718 2.27591
H11 2.07393 -1.83073 0.63012
H12 0.77988 -1.03624 -1.51512
H13 -0.85280 -0.12278 -1.27109
H14 1.32492 1.32426 -2.02718
H15 -0.42669 2.80079 -1.29165
H16 0.91880 3.40842 -0.11839
H17 -0.77532 3.25559 1.50553
H18 -0.34238 1.42526 1.68199
H19 -2.88136 2.93576 0.11133
H20 -2.39723 1.10618 -0.34548
H21 -3.85992 -0.11713 -1.42246
H22 -5.16848 -1.36732 -0.87163
H23 -3.49768 -2.14405 -2.94949
H24 -2.16398 -2.33767 -1.51255
H25 -3.81602 -4.77195 0.47797
H26 -2.13365 -4.20173 -0.15223
H27 -4.32206 -2.83782 1.77721
H28 -2.44257 -2.69828 1.79647

Cartesian forces (eV/Å) of the 3 atoms listed first:
H -1.1 0.4 0.5
N -3.2 -2.2 4.4
C 3.0 0.6 -2.6

---

A cluster of 3 separate species, C15H28O9S2 in total. Source: OMol25; level of theory: ωB97M-V with the def2-TZVPD basis set.

Its LUMO energy is 0.50 eV. For the HOMO-LUMO gap, the calculation gives 9.8011 eV. Its relative energy (zero: lowest compared OMol25 entry of this formula, charge and spin) is 32.4 kJ/mol. As for the total charge: 0.

Positions of all 54 atoms, in Å:
C1 0.21805 0.31083 2.36420
C2 0.65129 -0.95931 1.62669
C3 0.62875 -0.83577 0.10396
C4 2.01035 -1.11800 -0.49180
C5 2.92940 0.07588 -0.24109
O1 4.26884 -0.42540 -0.06871
C6 5.10160 0.34358 0.65034
O2 6.23133 0.03652 0.86472
O3 0.27714 0.53088 -0.34814
C7 -0.23737 0.42559 -1.58839
O4 -0.47755 1.33928 -2.30745
O5 -0.46203 -0.87441 -1.89812
C8 -0.50456 -1.55038 -0.61028
C9 -0.56290 -3.05413 -0.73080
C10 -1.72773 -3.65959 0.02837
O6 -1.82058 -3.15525 1.36921
C11 -2.90307 -2.43836 1.69501
O7 -3.04170 -1.92473 2.75934
H1 0.52814 0.24122 3.40686
H2 0.73539 1.15747 1.91668
H3 -0.86097 0.46479 2.33876
H4 1.66776 -1.19968 1.94132
H5 0.02543 -1.80532 1.91896
H6 1.95933 -1.35148 -1.55580
H7 2.45781 -1.98403 -0.00069
H8 2.92742 0.76064 -1.08944
H9 2.63209 0.62475 0.65565
H10 4.63379 1.26145 1.04993
H11 -1.42035 -1.16066 -0.14312
H12 -0.77388 -3.26884 -1.78141
H13 0.38653 -3.52574 -0.46958
H14 -1.62065 -4.74026 0.10422
H15 -2.64509 -3.45000 -0.52579
H16 -3.69156 -2.44814 0.92060
C12 -4.56076 -1.02868 -2.70235
S1 -3.73702 -2.25196 -3.72687
O8 -2.94839 -3.11352 -2.79805
C13 -2.56282 -1.12059 -4.47593
H17 -5.30707 -1.54919 -2.10512
H18 -3.82374 -0.55023 -2.05684
H19 -5.04946 -0.29247 -3.33990
H20 -1.97263 -0.64386 -3.69339
H21 -3.10149 -0.38038 -5.06749
H22 -1.91570 -1.70858 -5.12363
C14 0.89811 4.99811 3.38029
S2 1.35683 4.15204 1.86484
O9 2.21209 2.99692 2.25956
C15 2.48119 5.41799 1.26690
H23 0.22516 4.34173 3.92807
H24 1.79399 5.19143 3.96976
H25 0.38604 5.92751 3.13173
H26 3.26105 5.58266 2.00984
H27 1.92572 6.33570 1.07394
H28 2.91839 5.05201 0.34041

Cartesian forces (eV/Å) of the 3 atoms listed first:
C 0.2 -0.2 -0.1
C -0.3 0.2 0.2
C 0.3 0.0 -0.4

---

A structure of composition C15H29AgAs2IN5. Source: OMol25; level of theory: ωB97M-V with the def2-TZVPD basis set.

Its LUMO energy is 0.27 eV. For the HOMO-LUMO gap, the calculation gives 7.0985 eV. Its relative energy (zero: lowest compared OMol25 entry of this formula, charge and spin) is 64.6 kJ/mol. As for the total charge: 0.

Positions of all 53 atoms, in Å:
Ag1 1.18696 0.35535 -1.06363
C1 5.83770 1.02785 -0.07699
N1 5.45047 -0.36316 0.13066
C2 6.56931 -1.28115 -0.09052
C3 4.25093 -0.73236 -0.51794
N2 3.64220 -0.11949 -1.43597
N3 3.73935 -1.92283 0.02964
C4 2.47426 -2.46496 -0.12685
N4 2.35088 -3.66712 0.53781
N5 1.52200 -1.89360 -0.76346
H1 6.59286 1.28954 0.66450
H2 4.97708 1.68050 0.05234
H3 6.25942 1.20569 -1.07496
H4 7.36450 -1.05570 0.61752
H5 6.97286 -1.19000 -1.10631
H6 6.26241 -2.31545 0.05892
H7 4.12096 0.72666 -1.73435
H8 4.23646 -2.22915 0.84695
H9 3.17339 -4.23001 0.66395
H10 1.50521 -4.18360 0.37967
H11 0.68264 -2.45860 -0.76106
C5 -3.67225 3.50549 -0.67789
As1 -2.37120 2.13512 -0.14722
C6 -1.65962 3.07653 1.41745
C7 -3.60555 0.92811 0.79574
C8 -4.64633 1.42892 1.57446
C9 -5.50009 0.58506 2.27061
C10 -5.30921 -0.78650 2.19821
C11 -4.27814 -1.30096 1.42390
C12 -3.42401 -0.46189 0.70737
As2 -1.91525 -1.20343 -0.32123
C13 -2.46196 -3.09559 -0.29528
C14 -2.61041 -0.85978 -2.12459
H12 -4.21989 3.90734 0.17489
H13 -4.37793 3.08024 -1.39004
H14 -3.13274 4.31597 -1.16470
H15 -2.44781 3.31564 2.13081
H16 -1.18346 3.99617 1.07894
H17 -0.90799 2.45469 1.90084
H18 -4.79761 2.50018 1.64394
H19 -6.30373 0.99535 2.86834
H20 -5.95743 -1.45761 2.74812
H21 -4.13973 -2.37274 1.39336
H22 -3.50957 -3.21212 -0.57366
H23 -2.29454 -3.53535 0.68701
H24 -1.85128 -3.63302 -1.02163
H25 -3.66470 -1.12865 -2.18200
H26 -2.04485 -1.45221 -2.84376
H27 -2.48414 0.19086 -2.37292
I1 2.97221 3.38942 -1.99819
C15 1.14442 2.52161 -1.15078
H28 0.38149 2.96156 -1.78821
H29 1.10143 3.03320 -0.19183

Cartesian forces (eV/Å) of the 3 atoms listed first:
Ag 0.2 0.3 0.1
C 0.0 -0.1 0.0
N 0.0 0.0 -0.1

---

A structure of composition C15H29AgAsN3O7PS in a non-equilibrium geometry. Source: OMol25; level of theory: ωB97M-V with the def2-TZVPD basis set.

Its LUMO energy is 2.83 eV. For the HOMO-LUMO gap, the calculation gives 8.1110 eV. Its relative energy (zero: lowest compared OMol25 entry of this formula, charge and spin) is 166.2 kJ/mol. As for the total charge: -1.

Positions of all 58 atoms, in Å:
Ag1 -0.55580 -0.68140 0.60940
C1 1.75640 2.51670 -0.06470
C2 2.28070 1.12040 -0.46990
N1 1.27300 0.19440 -0.93580
C3 0.73880 0.39230 -2.27080
C4 -0.35020 1.47680 -2.24780
N2 -1.18540 1.27030 -1.07840
C5 -1.70240 2.46760 -0.46120
C6 -0.58600 3.27720 0.26740
N3 0.56100 2.55040 0.75270
H1 2.56640 2.97870 0.52340
H2 1.62130 3.14400 -0.95130
H3 3.07650 1.26870 -1.22470
H4 2.72710 0.67260 0.42010
H5 1.59950 -0.76260 -0.85110
H6 1.52600 0.66080 -2.99920
H7 0.26830 -0.55020 -2.55650
H8 0.10580 2.46520 -2.17920
H9 -0.92180 1.43580 -3.18660
H10 -1.91330 0.59340 -1.28620
H11 -2.20650 3.13810 -1.18440
H12 -2.43750 2.14740 0.27900
H13 -0.22550 4.08170 -0.38170
H14 -1.05560 3.75020 1.14010
H15 0.30350 1.61330 1.07350
O1 -2.65810 -1.72720 1.58280
As1 -2.69270 -2.61370 -0.01120
O2 -4.27570 -2.88580 -0.26520
O3 -2.05920 -1.58950 -1.09480
C7 -1.86830 -4.29040 0.58870
C8 -2.79590 -5.27660 0.90420
C9 -2.42000 -6.43520 1.56110
C10 -1.08970 -6.63280 1.90040
C11 -0.15690 -5.66750 1.56550
C12 -0.54730 -4.51600 0.90670
S1 0.71170 -3.26670 0.71680
O4 1.99740 -3.93770 0.85830
O5 0.56480 -2.61590 -0.56730
O6 0.43110 -2.40740 1.88060
H16 -3.57660 -1.51380 1.75450
H17 -3.83220 -5.09800 0.63970
H18 -3.16400 -7.17830 1.82150
H19 -0.77850 -7.52150 2.43260
H20 0.89250 -5.76660 1.80730
C13 2.77260 -1.72340 2.97720
P1 1.14220 -1.07050 3.54430
C14 1.78790 -0.26790 5.11190
C15 0.02450 -2.27930 4.38540
O7 0.53010 0.03150 2.76270
H21 3.36500 -2.02940 3.83640
H22 3.26040 -0.88850 2.47510
H23 2.68320 -2.54840 2.27960
H24 2.18120 -1.00960 5.80460
H25 0.97410 0.27230 5.58780
H26 2.57260 0.44630 4.87590
H27 0.47800 -3.26630 4.40640
H28 -0.89280 -2.32510 3.80810
H29 -0.18750 -1.94440 5.40050

Cartesian forces (eV/Å) of the 3 atoms listed first:
Ag -0.2 1.5 -0.2
C 0.3 0.0 0.2
C -0.2 0.2 0.0